Formula: C9H6Br2F2
Source: OMol25
Level of theory: ωB97M-V with the def2-TZVPD basis set

Geometry (Å):
F  1.14615  2.38142  -2.33245
C  1.34918  1.54825  -1.38882
F  1.72481  0.30988  -1.90391
C  1.73286  1.77897  0.05137
Br  3.04473  0.60882  0.87437
C  0.26819  1.46224  -0.06545
Br  -0.82572  3.03598  -0.07138
C  -0.37737  0.21357  0.19495
C  -0.51386  -0.33262  1.45427
C  -1.06422  -1.58092  1.65880
C  -1.43463  -2.27338  0.54944
C  -1.26408  -1.75293  -0.71565
C  -0.81297  -0.46480  -0.95814
H  1.89614  2.86940  0.20887
H  -0.07901  0.14453  2.39103
H  -1.06679  -2.09847  2.59318
H  -1.66935  -3.26119  0.76551
H  -1.41339  -2.50313  -1.43489
H  -0.64069  -0.08562  -1.87113

Values from the calculation:
- E: -5694.22619 Eh
- SMILES string: FC1(F)[C@H](Br)[C@]1(Br)c1ccccc1
- HOMO energy: -0.343 Eh
- LUMO level: 0.29 eV
- Orbital gap: 9.630 eV

Formula: C3H6OP
Source: OMol25
Level of theory: ωB97M-V with the def2-TZVPD basis set

Geometry (Å):
C  0.92750  -0.26886  -0.14199
C  -0.19413  1.49983  0.07332
C  -0.15394  -1.29576  0.01260
O  -1.39876  0.96750  -0.04279
P  -1.82898  -0.52785  -0.13282
H  1.16543  -0.26344  -1.16795
H  1.70013  -0.20387  0.62325
H  0.06122  1.85717  1.06179
H  0.06632  2.14558  -0.84757
H  0.25299  -2.22186  -0.48694
H  -0.59778  -1.68844  1.04910

Values from the calculation:
- E: -534.02480 Eh
- HOMO energy (spin up / spin down): -0.448 / -0.558 Eh
- LUMO level (spin up / spin down): -4.62 / -9.06 eV
- Multiplicity: 3
- Total charge: +1
- ⟨S²⟩: 2.0044
- Orbital gap (spin up / spin down): 7.576 / 6.115 eV

Formula: FNO2S2Sc
Source: OMol25
Level of theory: ωB97M-V with the def2-TZVPD basis set

Geometry (Å):
Sc  1.53164  -0.71856  0.49638
F  3.28249  -0.89534  1.10202
N  -0.86117  1.36032  -0.87613
S  0.67335  1.36252  -1.10206
S  -1.60051  0.18106  0.31742
O  -0.44383  -0.78899  0.63373
O  -2.58196  -0.50101  -0.57135

Values from the calculation:
- E: -1861.93311 Eh
- HOMO energy: -0.523 Eh
- LUMO level: -7.57 eV
- Total charge: +1
- Energy relative to the best compared isomer or geometry (same formula, charge and spin): 0.0000 eV
- Orbital gap: 6.659 eV

Formula: C34H33N6O6P2Sr
Source: OMol25
Level of theory: ωB97M-V with the def2-TZVPD basis set

Geometry (Å):
Sr  -0.25800  0.43028  0.18587
O  1.66418  -1.93495  -4.20111
C  1.43527  -1.47289  -2.97353
O  1.66701  -0.32601  -2.65218
C  0.89998  -2.50879  -2.04395
C  1.01182  -3.85986  -2.30775
C  0.56953  -4.74961  -1.33235
C  0.04054  -4.24608  -0.16198
C  -0.08299  -2.86205  -0.00713
N  0.35237  -2.01351  -0.93104
C  -0.71466  -2.30997  1.29159
O  -0.36808  -2.84841  2.33147
O  -1.50127  -1.33124  1.10308
H  2.03296  -1.21491  -4.73526
H  1.44060  -4.20001  -3.23813
H  0.65142  -5.81642  -1.48979
H  -0.28842  -4.88418  0.64576
N  2.71977  1.15741  -0.34747
N  2.89381  2.33240  -1.10752
C  1.79780  2.90359  -1.66145
N  1.96084  3.90268  -2.52221
N  0.66062  2.37364  -1.24794
N  -0.53422  2.76164  -1.75514
O  -1.44032  2.04418  -1.34264
O  -0.68221  3.69426  -2.51307
H  3.41691  1.13298  0.39047
H  2.81876  0.35285  -0.96337
H  3.79496  2.49514  -1.53323
H  2.87810  4.24219  -2.75406
H  1.14407  4.36852  -2.88869
C  1.22372  2.07744  4.03985
C  1.08167  3.19187  3.00086
P  -0.46937  3.02182  2.00511
C  -0.59855  4.62831  1.16188
C  -1.84780  5.05937  0.72025
C  -1.96942  6.21266  -0.03861
C  -0.84304  6.94892  -0.37502
C  0.40686  6.52483  0.05480
C  0.53053  5.37087  0.81546
C  -1.76707  3.06020  3.27127
C  -2.62076  1.96629  3.37581
C  -3.61532  1.94398  4.34669
C  -3.75775  3.01405  5.21406
C  -2.91064  4.11314  5.11351
C  -1.92210  4.13793  4.14558
P  1.14101  0.38027  3.31829
C  2.83026  0.00139  2.76340
C  2.98963  -1.21265  2.08718
C  4.20507  -1.54502  1.51026
C  5.27684  -0.66301  1.58706
C  5.12945  0.54239  2.25834
C  3.91296  0.87266  2.84871
C  0.86796  -0.65548  4.78050
C  1.87958  -1.38631  5.39550
C  1.59678  -2.16709  6.50676
C  0.30710  -2.21666  7.01207
C  -0.70529  -1.49019  6.40085
C  -0.42957  -0.72044  5.28379
H  0.38866  2.11920  4.74426
H  2.12557  2.21860  4.64088
H  1.92514  3.16828  2.30294
H  1.09302  4.16945  3.49051
H  -2.73831  4.49478  0.97312
H  -2.94832  6.53532  -0.36733
H  -0.93917  7.85181  -0.96299
H  1.29052  7.10067  -0.18995
H  1.51835  5.06856  1.14376
H  -2.51477  1.11498  2.71000
H  -4.27494  1.08900  4.41788
H  -4.53252  2.99939  5.96918
H  -3.02737  4.95081  5.78826
H  -1.27330  5.00241  4.05947
H  2.15556  -1.90825  2.03042
H  4.31733  -2.49599  1.00518
H  6.22716  -0.92157  1.13868
H  5.96657  1.22406  2.34075
H  3.82254  1.81435  3.37584
H  2.89073  -1.35267  5.00949
H  2.38814  -2.73566  6.97724
H  0.08757  -2.82709  7.87800
H  -1.71575  -1.53603  6.78542
H  -1.23106  -0.17993  4.79503

Values from the calculation:
- E: -2808.72910 Eh
- HOMO energy: -0.379 Eh
- LUMO level: -2.77 eV
- Total charge: +1
- Energy relative to the best compared isomer or geometry (same formula, charge and spin): 0.4374 eV
- Orbital gap: 7.551 eV

Formula: C20H28BrCl4FN3NaS2
Source: OMol25
Level of theory: ωB97M-V with the def2-TZVPD basis set

Geometry (Å):
C  -0.71840  -5.17436  1.69050
C  0.74822  -4.90277  1.88821
C  1.33169  -3.72217  2.91780
C  1.39352  -2.31887  2.07373
C  1.51456  -2.14029  0.45399
N  1.54759  -0.94756  -0.41605
N  1.51190  0.26776  0.18594
C  1.55094  1.51056  -0.72857
C  0.02801  2.03055  -1.05114
C  -0.06307  3.26489  -2.13482
S  -1.91446  3.72670  -2.24046
C  1.44101  0.35919  1.66935
C  1.45811  1.91845  2.27854
C  3.04265  2.44315  2.33529
C  2.97338  4.07769  2.60553
S  2.45345  5.01719  1.03634
C  1.34806  -0.80860  2.80197
N  1.25159  -0.62000  4.30758
H  -1.12435  -5.48563  0.61324
H  -1.51820  -5.16016  2.54920
H  1.47994  -5.61695  1.27267
H  0.50001  -3.63834  3.76938
H  2.36493  -4.07420  3.35927
H  1.58960  -3.17772  -0.13731
H  1.99499  1.13046  -1.76949
H  2.28950  2.33551  -0.35110
H  -0.60298  2.24665  -0.06175
H  -0.53121  1.10871  -1.56325
H  0.18367  2.79731  -3.19982
H  0.58771  4.20094  -1.87147
H  -2.56889  2.82564  -1.34697
H  0.75282  2.64465  1.69187
H  1.11601  1.89571  3.42194
H  3.64876  1.92163  3.22185
H  3.63832  2.15873  1.35204
H  3.99491  4.51930  3.02685
H  2.16785  4.31211  3.45455
H  1.05029  5.08502  0.93701
H  2.15667  -0.30128  4.72690
H  0.48226  0.08159  4.46764
Br  1.73590  -7.35234  0.38771
C  -0.92118  -7.63320  5.36127
Cl  -0.85343  -6.53185  3.96241
Cl  0.70860  -7.80663  6.06008
Cl  -2.02605  -6.96604  6.58955
Cl  -1.51374  -9.22832  4.83315
Na  -2.85362  -6.67053  1.28840
C  -3.02612  2.76795  -5.30382
C  -4.39514  2.93112  -5.51338
C  -4.94698  2.66029  -6.76516
C  -4.13039  2.21637  -7.80565
C  -2.76193  2.04961  -7.59497
C  -2.20864  2.32936  -6.34574
H  -2.59587  2.98239  -4.32907
H  -5.03245  3.27045  -4.70062
H  -6.01266  2.79396  -6.93000
H  -4.56104  2.00057  -8.77986
H  -2.12597  1.70209  -8.40548
H  -1.14163  2.20462  -6.18353
F  4.11096  6.48893  2.93772

Values from the calculation:
- E: -6415.84670 Eh
- HOMO energy: -0.222 Eh
- LUMO level: -2.75 eV
- Orbital gap: 3.295 eV

Formula: C4H7FeO2
Source: OMol25
Level of theory: ωB97M-V with the def2-TZVPD basis set

Geometry (Å):
O  1.15548  1.86301  -1.22141
C  -0.20076  1.60025  -1.26328
C  -0.60320  0.81761  0.00788
C  0.48948  -0.22463  0.30048
C  0.00498  -1.37484  1.01075
O  0.73205  -2.31812  1.39742
Fe  0.58960  -4.10071  1.88809
H  0.92678  -0.63813  -0.62986
H  -0.47385  0.94990  -2.13243
H  -0.80814  2.53524  -1.26820
H  -1.60976  0.38350  -0.09912
H  -0.62839  1.54515  0.83511
H  1.50875  0.52929  0.22754
H  -1.08301  -1.56753  0.94703

Values from the calculation:
- E: -1570.52338 Eh
- HOMO energy (spin up / spin down): -0.274 / -0.224 Eh
- LUMO level (spin up / spin down): -0.63 / -2.31 eV
- Multiplicity: 6
- Energy relative to the best compared isomer or geometry (same formula, charge and spin): 2.3633 eV
- ⟨S²⟩: 8.9450
- Orbital gap (spin up / spin down): 6.830 / 3.781 eV